Record 1
Computed, not measured: a molecular structure, C44H48CeNO5S5 at a distorted geometry, with wB97M-V/def2-TZVPD.

XYZ file:
```
104
Properties=species:S:1:pos:R:3:mulliken_spin:R:1
C -0.589 -4.535 -0.837 -0.0007
H -1.005 -5.450 -0.461 0.0001
C -1.164 0.876 -2.516 -0.0008
H 1.039 -4.107 2.499 0.0004
H -4.671 3.699 0.167 0.0000
H -0.389 5.691 -2.517 0.0000
H -5.470 -2.624 3.485 0.0000
C 3.759 0.621 -0.456 -0.0029
C -1.570 1.194 4.580 0.0002
H 0.348 -5.523 1.842 0.0000
H -1.334 3.488 -2.615 0.0000
Ce 1.531 -0.760 0.658 0.9871
C -2.968 0.388 -4.036 -0.0001
C 1.022 1.714 5.090 0.0000
H -1.363 -1.559 4.210 -0.0001
H -2.449 4.851 1.824 0.0000
S -0.158 -3.519 0.573 0.0008
H -0.390 2.022 1.547 -0.0007
C 3.509 -3.626 -1.887 -0.0034
H -1.933 1.864 6.556 0.0000
H -3.572 0.110 0.983 -0.0009
H 4.945 -4.343 -0.430 0.0001
C -0.779 0.832 -4.933 -0.0001
C -2.116 4.314 0.942 0.0000
H 0.255 -1.606 -5.185 0.0000
C -1.198 1.760 5.782 0.0000
C 6.241 1.727 -0.194 -0.0003
H 0.402 2.475 7.031 0.0000
C -4.538 -1.346 2.088 0.0002
H 2.627 -5.744 1.195 0.0000
C -4.540 -2.183 3.186 -0.0001
H 0.738 1.105 -3.484 0.0002
H -1.044 4.176 1.010 0.0001
H -3.985 0.126 -4.222 0.0000
O -2.490 2.219 -0.314 -0.0002
C 0.698 1.180 3.873 0.0000
C 0.131 4.969 -1.899 -0.0002
C 0.845 -4.583 1.565 -0.0001
H -2.539 0.309 -6.087 0.0000
O -0.073 -0.648 1.946 0.0051
C 4.314 1.294 -1.509 0.0013
S 3.217 -3.415 0.944 0.0007
H 1.804 2.228 0.163 -0.0002
H 4.238 -3.541 -2.718 -0.0001
N 4.442 0.542 0.729 0.0002
C -1.250 1.386 1.402 -0.0012
H 4.807 -2.603 -0.556 0.0002
H 7.198 2.155 -0.065 0.0000
H -3.282 -2.993 4.781 0.0000
C -3.421 -0.549 1.834 -0.0017
H -4.714 1.967 0.448 0.0000
H 0.276 -4.630 -1.512 0.0002
H 1.955 -5.016 -0.277 0.0000
H 1.525 1.019 3.226 0.0005
S 2.207 -2.309 -1.945 0.0074
C 1.272 2.965 -0.458 0.0012
H -2.424 -3.361 -0.981 0.0002
H 2.058 2.036 5.237 0.0000
C -1.056 0.209 2.337 -0.0039
H 0.273 -4.185 -3.663 -0.0001
C -2.123 0.462 -5.121 -0.0001
H 2.675 4.421 0.258 0.0000
H -2.205 -4.473 -2.343 0.0000
H -2.642 0.939 4.438 0.0000
H -4.834 3.073 1.853 0.0000
C -0.634 0.903 3.613 -0.0022
O 0.400 0.297 -0.841 0.0119
H -2.253 4.895 0.044 0.0000
H -0.971 -3.521 -4.710 0.0000
C 5.575 1.885 -1.403 0.0002
S -1.065 -2.381 -2.586 0.0007
C -0.199 -3.246 -3.948 0.0002
C 2.174 -4.876 0.807 -0.0004
C -0.331 0.932 -3.637 -0.0002
O -2.338 2.128 1.919 -0.0002
C 0.099 2.052 6.095 -0.0001
C 0.849 -2.419 -4.720 0.0003
C -1.556 1.192 -0.056 0.0090
C -2.826 2.906 0.866 0.0001
C -4.348 2.926 0.834 0.0000
C 1.232 5.251 -1.122 0.0001
S 2.190 -1.594 -3.816 0.0005
H -5.411 -1.364 1.468 0.0000
C -2.323 -0.628 2.609 0.0021
C -2.288 -1.526 3.673 0.0009
C -0.521 1.244 -1.169 -0.0078
C 0.121 2.692 -1.234 -0.0020
H 3.007 -4.557 -2.034 -0.0003
C 5.699 0.997 0.880 0.0001
H -2.025 0.177 -0.123 -0.0008
H -3.101 0.540 -1.820 0.0000
C -2.488 0.639 -2.703 0.0000
H 3.722 1.511 -2.385 -0.0001
O 3.777 -0.092 1.764 -0.0027
C 4.247 -3.539 -0.587 0.0023
H -0.085 1.109 -5.738 0.0000
C 1.845 4.245 -0.438 -0.0002
C -3.388 -2.329 3.949 0.0002
H 6.172 0.835 1.788 0.0001
H 6.006 2.563 -2.097 0.0000
H 1.687 6.215 -1.141 0.0000
C -1.670 -3.802 -1.614 -0.0003
H 1.350 -3.135 -5.418 0.0000
C -0.405 3.701 -2.034 0.0005
```

Properties
Multiplicity: 2
Frontier orbital gap (alpha / beta) (eV): 7.409 / 7.879
Charge: 0
Expectation value of S²: 0.751
E (a.u.): -4602.43319
Highest occupied orbital energy (alpha / beta) (eV): -7.37 / -7.84

Record 2
Computed, not measured: 9 unconnected molecules or ions with the total composition C27H78N12O9 at a distorted geometry, with wB97M-V/def2-TZVPD.

XYZ file:
```
126
Properties=species:S:1:pos:R:3:lowdin_charge:R:1
N 0.199 0.623 1.367 0.1599
H -0.294 -3.700 -1.119 0.0984
H 1.151 -1.830 -0.612 0.0623
H 0.364 -1.266 3.375 0.0902
H -3.664 -2.345 2.655 0.0311
C 0.091 -1.596 4.333 -0.4151
H 4.430 4.127 -2.022 0.0556
H 7.331 3.488 -1.378 0.0766
O -1.865 -0.323 1.062 -0.0265
H -3.486 1.118 6.190 0.0678
N -1.978 -3.725 1.189 0.0467
H -0.824 7.061 -3.597 0.1017
H 4.814 -0.720 -4.999 0.0729
N -0.028 -3.477 -3.842 0.1627
H -4.937 0.531 7.118 0.0827
N -3.831 -1.528 -1.608 0.1954
H -5.037 1.862 5.941 0.0960
H 1.481 5.973 -0.979 0.1471
C -0.115 5.179 0.816 -0.0566
H -2.343 -3.146 0.444 0.0383
H 0.212 -4.420 -4.076 0.1048
N -2.256 -3.777 -3.683 0.1758
H 0.661 1.490 1.079 0.0548
H 0.651 -0.390 -3.394 0.1227
H 3.924 -2.215 -5.470 0.1001
H -6.330 -1.131 3.183 0.1270
C 0.003 -4.304 -0.274 -0.2093
N 1.379 3.405 0.172 0.0501
C -4.548 -2.303 3.254 -0.0590
H -4.320 -2.537 4.241 0.0538
H -1.760 -1.567 5.354 0.0734
H -1.370 -2.940 1.541 0.0710
H -0.837 1.653 -2.894 0.0871
H 2.519 -2.268 0.425 0.0678
C -5.272 -0.982 3.047 -0.3910
H 0.905 7.041 -3.048 0.0717
H -0.875 5.908 0.605 0.0774
C 1.079 -0.916 5.277 -0.1825
H 0.723 -2.801 -3.845 0.0916
N 0.145 -3.093 4.411 0.0607
H -2.627 -4.756 -1.061 0.0821
N 4.458 3.425 -2.733 0.0349
C 3.889 0.965 0.711 -0.0584
H 0.612 -0.731 6.278 0.1332
H -1.934 -1.296 3.634 0.0384
H -5.297 1.087 3.890 0.1291
H 5.238 3.057 -0.243 0.1211
H 3.711 -0.661 -6.384 0.0716
N -5.397 -2.826 -0.624 0.1770
O -4.987 -2.976 -2.862 -0.0158
H 7.684 2.203 -2.571 0.0774
H 2.035 2.117 5.446 0.0743
H 1.179 -0.049 -5.632 0.1197
O -1.234 -1.803 -3.015 -0.0108
N 1.879 1.223 -2.556 0.0246
H -1.256 -0.348 -1.388 0.0664
N -0.593 0.129 -0.796 0.1928
C 0.794 5.205 -1.487 -0.2552
H -1.746 -6.301 -0.970 0.0736
H -0.846 1.410 -4.683 0.0711
H 4.654 3.873 -3.665 0.1001
C 1.912 0.214 -4.867 -0.2401
O 2.744 -0.858 -4.574 -0.2070
H -3.083 -1.541 -2.265 0.0512
H 1.404 4.692 -2.216 0.1010
C -2.206 -5.535 -0.324 -0.0680
H -0.384 4.594 1.700 0.0760
C -4.718 0.110 4.024 -0.2092
H -5.173 -3.072 2.754 0.0899
C 5.562 2.538 -2.313 -0.4112
H -3.559 -1.321 -0.688 0.0485
H -0.457 3.705 -0.745 0.1340
O -0.342 5.690 -2.114 -0.1642
O 4.168 1.327 -0.696 -0.2352
H 0.528 -3.445 3.563 0.0400
H 2.455 1.054 -5.249 0.1082
H -0.050 0.598 2.365 0.0843
H -2.101 -4.426 -4.443 0.1033
O -4.849 -0.282 5.392 -0.1858
H 2.438 0.741 6.426 0.0701
H 0.762 5.630 1.276 0.0706
C 0.037 6.450 -3.233 -0.1161
N -5.117 -0.639 1.620 0.0516
H 0.258 5.778 -4.098 0.0929
H -3.630 0.300 3.690 0.1286
H -3.245 -3.558 -3.419 0.0807
C -0.183 1.631 -3.845 -0.0384
C 3.895 -1.097 -5.428 -0.0580
C -4.532 0.886 6.183 -0.1075
H 2.186 -3.196 -1.020 0.0968
H 3.867 1.923 1.277 0.0764
H 7.130 3.767 -3.132 0.0680
H -3.049 -5.984 0.206 0.0746
H -5.120 -2.348 0.227 0.0529
H 2.081 3.849 0.776 0.0876
H -0.876 -5.437 1.380 0.1355
H 0.171 2.630 -3.935 0.0379
C 1.712 -2.644 -0.164 -0.0801
H 2.905 0.411 0.718 0.0829
C -1.217 -2.907 -3.544 -0.6698
O 1.449 0.326 4.623 -0.2084
H -6.147 -3.483 -0.591 0.1024
C -4.778 -2.454 -1.769 -0.6942
H 1.969 -1.516 5.442 0.1154
H 5.478 1.591 -2.913 0.1413
H 6.172 1.554 -0.541 0.1210
C -0.822 0.134 0.550 -0.6016
O 0.867 -3.559 0.550 -0.1903
H 3.363 1.139 4.951 0.0804
H -4.192 -0.351 1.447 0.0232
H 0.499 -5.221 -0.608 0.1259
C -1.198 -4.791 0.554 -0.4244
H 2.362 2.120 -2.859 0.0743
H 4.759 0.428 1.174 0.0927
C -1.330 -1.095 4.502 -0.0695
C 0.357 4.290 -0.336 -0.4287
C 1.058 0.680 -3.626 -0.4072
H 0.256 0.461 -1.184 0.0377
H -5.713 0.093 1.296 0.0767
C 5.304 2.144 -0.827 -0.2435
H 1.824 2.944 -0.603 0.0383
C 2.378 1.095 5.421 -0.0913
C 7.026 3.040 -2.329 -0.0644
H -0.821 -3.471 4.479 0.0783
H 2.635 0.552 -2.288 0.0810
H -1.386 0.014 4.688 0.0993
```

Properties
Energy relative to the best compared isomer or geometry (same formula, charge and spin) (kcal per mole): 9.5
Frontier orbital gap (eV): 9.326
Charge: 0
E (a.u.): -2409.73463
Highest occupied orbital energy (eV): -8.90
Structure (SMILES): COC[C@H](C)N.COC[C@H](C)N.COC[C@H](C)N.COC[C@H](C)N.COC[C@H](C)N.COC[C@H](C)N.NC(N)=O.NC(N)=O.NC(N)=O